[1]
{"formula": "C4H13N2", "method": "ωB97M-V/def2-TZVPD", "symbols": ["C", "N", "C", "N", "C", "C", "H", "H", "H", "H", "H", "H", "H", "H", "H", "H", "H", "H", "H"], "coordinates": [[-1.970, -1.842, -0.422], [-2.455, -1.272, 0.837], [-0.785, -0.871, -0.756], [0.269, -0.717, 0.098], [1.745, 1.866, 0.820], [2.001, 1.768, -0.685], [-1.455, -2.811, -0.376], [-2.746, -1.742, -1.172], [-3.074, -1.948, 1.288], [-1.702, -1.139, 1.508], [-0.514, -0.706, -1.815], [-1.094, 0.142, -0.221], [2.582, 2.408, 1.256], [0.573, -1.597, 0.577], [0.811, 2.425, 0.964], [1.517, 0.917, 1.301], [1.831, 2.741, -1.114], [3.020, 1.415, -0.891], [1.445, 0.961, -1.196]], "atomic_forces_ev_per_a": [[2.418, 0.712, 0.258], [0.185, -0.950, 0.052], [-0.627, -0.693, 1.734], [0.971, -1.512, -2.717], [-0.858, 0.276, -0.728], [0.609, -1.284, 0.329], [-0.833, -0.377, 0.017], [0.061, -0.395, -0.192], [-0.371, 0.477, -0.163], [0.043, 0.079, 0.031], [-0.241, 1.309, 0.190], [-0.545, 0.748, -0.462], [-0.220, -0.200, 0.465], [-1.206, 0.344, 1.203], [0.307, 0.285, 0.157], [0.731, -0.105, 0.167], [-0.021, 0.093, -0.584], [0.063, 0.550, 0.127], [-0.468, 0.641, 0.117]], "mulliken_charge": [-0.456, -0.568, -0.297, -0.141, -0.763, -0.649, 0.331, 0.384, 0.283, 0.228, 0.440, 0.439, 0.324, 0.297, 0.255, 0.222, 0.307, 0.294, 0.070], "multiplicity": 1, "charge": 1}

---

[2]
{"formula": "C3H8N2O", "method": "ωB97M-V/def2-TZVPD", "symbols": ["C", "N", "N", "C", "C", "O", "H", "H", "H", "H", "H", "H", "H", "H"], "coordinates": [[-2.285, -0.713, 0.064], [-1.061, -0.282, -0.196], [-0.588, 0.989, 0.106], [0.933, 0.915, -0.283], [1.678, -0.243, 0.349], [1.466, -1.454, -0.194], [-2.429, -1.851, -0.340], [-3.369, -0.229, 0.573], [-1.112, 1.676, -0.345], [1.423, 1.922, 0.066], [1.098, 0.741, -1.345], [1.116, -0.037, 1.322], [2.713, 0.009, 0.303], [0.419, -1.443, -0.079]], "atomic_forces_ev_per_a": [[-0.309, -1.018, -0.754], [-3.640, -1.049, 1.189], [3.237, -2.623, 0.463], [-0.519, 2.668, -0.727], [-1.795, 3.159, 2.454], [-3.645, -1.503, -0.128], [0.243, 2.929, 1.252], [3.664, -0.784, -1.559], [-0.764, 1.477, -0.902], [-1.006, -1.872, -0.714], [-0.586, 0.691, -0.517], [1.769, -1.342, 0.391], [0.803, 0.129, 0.579], [2.546, -0.862, -1.027]], "mulliken_charge": [-0.307, -0.256, -0.377, -0.388, -0.573, -0.526, 0.211, 0.235, 0.258, 0.329, 0.298, 0.312, 0.376, 0.408], "smiles": "C=NNCCO", "multiplicity": 1, "charge": 0}

---

[3]
{"formula": "H7O4", "method": "ωB97M-V/def2-TZVPD", "symbols": ["O", "H", "O", "H", "H", "O", "H", "H", "O", "H", "H"], "coordinates": [[0.378, 0.174, -1.303], [0.210, 1.006, -1.751], [-2.638, -0.309, -0.416], [-1.876, 0.046, -0.910], [-2.185, -0.892, 0.215], [0.936, -1.392, 0.673], [1.434, -2.168, 0.412], [0.706, -0.870, -0.144], [1.248, 1.607, 1.154], [0.603, 1.547, 0.425], [1.627, 0.721, 1.012]], "atomic_forces_ev_per_a": [[-0.571, 0.017, 0.055], [0.147, -0.003, -0.048], [0.217, -0.222, 0.216], [0.307, -0.117, 0.024], [-0.153, 0.284, -0.262], [-0.025, -0.207, 0.557], [0.000, 0.071, -0.265], [0.031, 0.281, -0.289], [-0.044, -0.349, -0.313], [0.084, 0.054, -0.009], [0.007, 0.191, 0.335]], "mulliken_charge": [-1.082, 0.133, -0.702, 0.376, 0.317, -0.731, 0.266, 0.412, -0.690, 0.365, 0.336], "multiplicity": 1, "charge": -1}

---

[4]
{"formula": "C5H5NS", "method": "ωB97M-V/def2-TZVPD", "symbols": ["C", "C", "C", "C", "C", "S", "N", "H", "H", "H", "H", "H"], "coordinates": [[-0.593, -1.458, 0.227], [-0.732, -0.250, -0.323], [-0.912, 1.002, 0.429], [0.280, 1.641, 0.316], [1.168, 0.545, -0.205], [2.264, -0.511, 0.410], [0.355, 0.065, -1.296], [-1.134, -1.804, 1.193], [-0.095, -2.302, -0.403], [-1.780, 1.270, 0.848], [0.697, 2.583, 0.613], [0.484, -0.781, -1.809]], "atomic_forces_ev_per_a": [[-2.019, -3.089, 0.011], [1.092, -0.141, 0.284], [3.458, 0.102, -2.104], [0.240, -1.346, 0.852], [0.260, -1.140, -2.045], [0.624, 1.622, 0.029], [-2.077, 0.717, 1.103], [0.913, 0.775, -1.874], [-0.814, 1.592, 1.478], [-2.914, 1.253, 1.610], [-0.325, 0.237, 0.539], [1.561, -0.580, 0.115]], "mulliken_charge": [-0.763, 0.330, -0.510, -0.378, 0.350, -0.257, -0.471, 0.241, 0.198, 0.525, 0.408, 0.324], "smiles": "C=C1C=CC(=S)N1", "multiplicity": 1, "charge": 0}

---

Table of energy above the lowest of the compared OMol25 structures with the same formula, charge and spin (kcal per mole), in record order: 166.84, 113.11, 11.54, 87.65